Entry 1:
19
Properties=species:S:1:pos:R:3 method="wB97M-V/def2-TZVPD" max_force_ev_per_a=2.0 total_charge=+1 homo_energy_ha=-0.53301 gap_ha=0.39259 lumo_energy_ev=-3.8 spin_multiplicity=1
C -1.46568 1.82355 0.64817
C -0.57893 1.24854 -0.42280
N -1.35806 0.95285 1.93777
H -1.15375 2.78544 1.06359
H -2.52811 1.97073 0.47393
H 0.40951 0.90334 -0.12985
H -0.33093 2.08225 -1.08512
H -0.57041 0.32619 1.86134
H -1.23685 1.54175 2.74269
H -2.18459 0.35479 2.04805
H -1.08305 0.47176 -0.99048
C 1.44995 -1.82032 -1.76418
C 1.56211 -1.88653 -0.24655
H 2.12215 -1.04835 -2.14563
H 1.74616 -2.74637 -2.25398
H 0.48992 -1.50575 -2.16573
H 1.74619 -2.85765 0.18784
H 0.64077 -1.40599 0.12112
H 2.32360 -1.19024 0.11980


Entry 2:
19
Properties=species:S:1:pos:R:3 method="wB97M-V/def2-TZVPD" max_force_ev_per_a=1.1 total_charge=+1 homo_energy_ha=-0.56499 gap_ha=0.42024 lumo_energy_ev=-3.9 spin_multiplicity=1
C 1.76438 -0.84570 -0.31362
C 0.63924 0.00197 -0.90787
C -0.77398 -0.51362 -0.65402
C -1.93963 0.46776 -0.79561
H 1.53345 -1.31601 0.65551
H 2.67000 -0.25356 -0.19968
H 2.00612 -1.68895 -0.96372
H 0.82397 0.20082 -1.96315
H 0.70751 1.00929 -0.45200
H -0.80675 -1.01198 0.32181
H -0.97728 -1.34431 -1.34648
H -1.83769 1.35461 -0.15012
H -2.83522 -0.06741 -0.46405
H -2.09424 0.79251 -1.82132
N 0.23000 0.68819 2.04755
H 0.30270 0.95457 3.02813
H 0.87437 -0.07295 1.80787
H -0.71797 0.39516 1.79436
H 0.43033 1.43789 1.38079


Entry 3:
19
Properties=species:S:1:pos:R:3 method="wB97M-V/def2-TZVPD" max_force_ev_per_a=1.7 total_charge=+2 homo_energy_ha="-0.75480 / -0.75477" gap_ha="0.48889 / 0.23017" lumo_energy_ev="-7.2 / -14.3" spin_multiplicity=2
C 1.27653 0.58947 1.90953
C 0.52073 -0.66176 1.44612
N 1.79759 1.46880 0.79285
H 0.66708 1.24124 2.53418
H 2.16285 0.37361 2.49978
H 0.04439 -0.46182 0.48232
H -0.29698 -0.85593 2.13758
H 1.01724 1.76193 0.20619
H 2.31899 2.27397 1.15233
H 2.47166 0.98800 0.18775
H 1.17579 -1.52448 1.50588
C -2.06538 -0.17776 -2.00839
C -1.07626 -1.17812 -1.63223
H -3.18587 -0.33095 -1.97025
H -2.08686 0.71523 -1.27801
H -1.98651 0.25431 -3.00655
H -1.04069 -1.48518 -0.59732
H -1.58782 -2.02134 -2.23738
H -0.12647 -0.96923 -2.12439


Entry 4:
20
Properties=species:S:1:pos:R:3 method="wB97M-V/def2-TZVPD" max_force_ev_per_a=3.5 total_charge=0 smiles=CNC.CNC homo_energy_ha=-0.29837 gap_ha=0.33487 lumo_energy_ev=1.0 spin_multiplicity=1
C 1.24021 -1.14447 -2.26933
N 1.40881 -0.77509 -0.80614
C 2.40649 -1.56222 -0.19879
H 2.20111 -1.34078 -2.77402
H 0.64782 -0.45661 -2.89587
H 0.69099 -2.09643 -2.17583
H 1.69195 0.21289 -0.78349
H 3.37083 -1.16526 -0.55804
H 2.33288 -2.62376 -0.48917
H 2.38712 -1.49646 0.90207
C -1.23454 1.44886 2.23492
N -1.29575 1.33376 0.82668
C -2.65280 1.10331 0.28713
H -0.24958 1.88283 2.47603
H -1.39172 0.55958 2.86824
H -2.01413 2.19214 2.47238
H -0.51646 0.80759 0.41119
H -2.91228 0.03581 0.38579
H -2.72824 1.38690 -0.77611
H -3.38272 1.69741 0.86235


Entry 5:
20
Properties=species:S:1:pos:R:3 method="wB97M-V/def2-TZVPD" max_force_ev_per_a=2.8 total_charge=0 smiles=CCN.CCN homo_energy_ha=-0.32069 gap_ha=0.35882 lumo_energy_ev=1.0 spin_multiplicity=1
C 0.43634 1.31488 -0.54338
C 1.79340 1.94116 -0.67915
N 1.56020 3.27424 -0.21526
H -0.09628 1.45070 0.41291
H 0.45907 0.23860 -0.78365
H -0.12317 1.84043 -1.33543
H 2.44378 1.37188 0.01250
H 2.29226 1.96528 -1.66708
H 1.04686 3.83681 -0.90276
H 1.03476 3.34898 0.66282
C -0.25766 -2.79790 0.77950
C -1.31731 -1.71369 0.92424
N -1.77404 -1.49235 -0.42640
H -0.56352 -3.63370 0.12796
H -0.10738 -3.18513 1.80129
H 0.70141 -2.39702 0.41060
H -2.13363 -1.97039 1.62651
H -0.85197 -0.77369 1.27823
H -2.01000 -0.53334 -0.70441
H -2.53312 -2.08574 -0.77904


Entry 6:
20
Properties=species:S:1:pos:R:3 method="wB97M-V/def2-TZVPD" max_force_ev_per_a=2.0 total_charge=0 smiles=CCC.NCN homo_energy_ha=-0.33397 gap_ha=0.37345 lumo_energy_ev=1.1 spin_multiplicity=1
C -0.97063 0.55678 -2.44864
C -1.59930 1.39636 -1.32809
C -2.53671 0.51671 -0.46213
H -1.77747 0.29990 -3.11289
H -0.32338 1.15846 -3.13332
H -0.30715 -0.25642 -2.14691
H -0.78055 1.90325 -0.80499
H -2.28186 2.09217 -1.82308
H -3.16034 1.12412 0.24156
H -2.14335 -0.27206 0.19734
H -3.15637 -0.02566 -1.14861
N 1.61348 0.12762 1.38866
C 1.67096 -1.33668 1.59658
N 3.04109 -1.65385 1.94431
H 0.74480 0.42338 1.83352
H 2.30668 0.52198 2.01175
H 1.47474 -1.96427 0.72130
H 0.91450 -1.69721 2.30610
H 3.45554 -1.44239 2.84251
H 3.81533 -1.47217 1.32504


Entry 7:
21
Properties=species:S:1:pos:R:3 method="wB97M-V/def2-TZVPD" max_force_ev_per_a=4.0 total_charge=0 smiles=CNCCCN.O homo_energy_ha=-0.33078 gap_ha=0.36396 lumo_energy_ev=0.9 spin_multiplicity=1
C 2.44005 -1.15258 0.47904
N 1.38405 -0.21102 0.16755
C 0.26449 0.04542 1.05660
C -0.59342 1.13441 0.47957
C -1.60878 0.56851 -0.43234
N -2.89545 1.18119 -0.13261
H 2.52623 -1.37948 1.61635
H 2.41366 -2.04038 -0.19503
H 3.37595 -0.67446 0.27327
H 1.91903 0.66456 0.25896
H -0.38116 -0.81725 1.37127
H 0.80385 0.17496 2.03932
H 0.17695 1.77980 -0.05651
H -1.13602 1.69857 1.26364
H -1.84292 -0.45793 -0.22508
H -1.45345 0.72901 -1.51694
H -3.12446 1.26166 0.82420
H -2.74314 2.13833 -0.54680
O 0.00913 -1.37171 -2.51380
H 0.54885 -0.96522 -1.89074
H -0.08345 -2.30642 -2.31990


Entry 8:
21
Properties=species:S:1:pos:R:3 method="wB97M-V/def2-TZVPD" max_force_ev_per_a=4.4 total_charge=0 smiles=CNCCCN.O homo_energy_ha=-0.31106 gap_ha=0.34072 lumo_energy_ev=0.8 spin_multiplicity=1
C 0.35574 -0.70431 2.95065
N 0.49653 -0.00984 1.73292
C 0.10128 -0.52427 0.39516
C 0.90815 0.22430 -0.76932
C 0.44377 1.63950 -0.88125
N -1.03778 1.86434 -1.05285
H 0.07380 -1.73744 2.77604
H -0.52666 -0.35557 3.62190
H 1.27805 -0.70340 3.53713
H 0.09210 0.93806 1.89919
H -0.95526 -0.65108 0.01956
H 0.36965 -1.56842 0.23868
H 2.02371 0.23417 -0.43728
H 1.06118 -0.44270 -1.71001
H 0.91582 2.30707 -0.14067
H 1.01996 2.16540 -1.76245
H -1.42892 2.53431 -0.38966
H -1.59932 1.62623 -1.84018
O -1.28969 -1.96992 -2.98336
H -0.62806 -1.95031 -2.22791
H -1.67404 -2.91613 -2.97628


Entry 9:
21
Properties=species:S:1:pos:R:3 method="wB97M-V/def2-TZVPD" max_force_ev_per_a=1.7 total_charge=0 smiles=CNCCNC.O homo_energy_ha=-0.30604 gap_ha=0.33541 lumo_energy_ev=0.8 spin_multiplicity=1
C -3.22488 0.71848 -0.47457
N -1.87187 0.14080 -0.68046
C -0.91849 0.93243 0.11368
C 0.33899 0.09635 0.32985
N 1.10496 0.05443 -0.90873
C 2.53487 -0.16498 -0.77747
H -3.69247 0.33421 0.42954
H -3.87805 0.60001 -1.33502
H -3.16013 1.79719 -0.30672
H -1.73434 0.29073 -1.67233
H -0.62583 1.84471 -0.41317
H -1.36292 1.19921 1.07140
H 0.97085 0.57244 1.04813
H 0.04470 -0.89207 0.69543
H 0.69209 -0.57938 -1.57834
H 2.99963 -0.15083 -1.75980
H 2.97582 0.65767 -0.21545
H 2.79129 -1.12924 -0.33057
O 2.15650 -1.84313 2.01294
H 2.63893 -2.43751 2.60119
H 1.22031 -2.04152 2.15046


Entry 10:
21
Properties=species:S:1:pos:R:3 method="wB97M-V/def2-TZVPD" max_force_ev_per_a=2.3 total_charge=0 smiles=CN[C@@H](C)CN.O homo_energy_ha=-0.32799 gap_ha=0.35938 lumo_energy_ev=0.9 spin_multiplicity=1
C 1.23572 -1.42959 -0.82585
N 1.31468 -0.01505 -1.26688
C 0.11253 0.82533 -0.92834
C -1.07242 0.45128 -1.83764
C -0.13962 0.78176 0.56743
N 1.05580 1.09071 1.36420
H 2.26406 -1.71922 -0.74331
H 0.98960 -1.53595 0.23483
H 0.59029 -2.10092 -1.38499
H 1.29090 -0.16128 -2.26779
H 0.58062 1.78134 -1.14712
H -0.90681 -0.54368 -2.25307
H -1.36762 1.13466 -2.62497
H -1.90574 0.26996 -1.14619
H -0.74600 1.64801 0.83126
H -0.50691 -0.20940 0.78500
H 1.19492 2.08750 1.30983
H 1.88417 0.54605 1.19042
O -2.27754 -0.91747 3.49617
H -1.58847 -0.26051 3.57869
H -2.00216 -1.72354 3.06831


Entry 11:
21
Properties=species:S:1:pos:R:3 method="wB97M-V/def2-TZVPD" max_force_ev_per_a=1.9 total_charge=0 smiles=CNCCNC.O homo_energy_ha=-0.29971 gap_ha=0.32505 lumo_energy_ev=0.7 spin_multiplicity=1
C -1.66112 -2.79702 -1.18986
N -0.45651 -2.08984 -0.75233
C 0.29084 -1.35220 -1.73753
C 0.90891 -0.06420 -1.13622
N -0.13478 0.62161 -0.35602
C 0.32027 1.87205 0.22431
H -1.42938 -3.07842 -2.22107
H -1.90534 -3.67865 -0.60869
H -2.48791 -2.08447 -1.24096
H -0.57527 -1.56888 0.10138
H -0.38536 -1.01653 -2.54500
H 1.09096 -1.98623 -2.13071
H 1.39002 0.61019 -1.85605
H 1.70846 -0.33904 -0.44023
H -0.91859 0.72017 -0.99518
H -0.45376 2.44553 0.72480
H 0.85542 2.46839 -0.52344
H 1.04981 1.62870 1.00574
O 0.84473 2.96256 5.51622
H 1.11921 3.87869 5.59506
H 0.82942 2.84758 4.56577


Entry 12:
21
Properties=species:S:1:pos:R:3 method="wB97M-V/def2-TZVPD" max_force_ev_per_a=6.3 total_charge=0 smiles=CN(C)CCN.O homo_energy_ha=-0.28260 gap_ha=0.31108 lumo_energy_ev=0.8 spin_multiplicity=1
C -1.82607 -1.78605 0.25125
N -0.68427 -1.02778 -0.20794
C -0.72634 -0.62470 -1.49525
C 0.60898 -1.26012 0.70524
C 0.97552 0.11672 1.51792
N -0.14262 0.85595 2.02767
H -2.73335 -1.10136 -0.06468
H -1.88016 -2.83960 0.09010
H -1.85520 -1.57549 1.40683
H -1.73983 -0.69622 -1.83054
H -0.11982 -1.26040 -2.07879
H -0.40915 0.35845 -1.86690
H 0.30989 -2.00970 1.38723
H 1.48575 -1.58486 0.14070
H 1.56760 -0.10509 2.40227
H 1.66786 0.77882 0.92256
H -0.12053 1.91264 1.92640
H -0.96266 0.51200 1.67590
O 1.60061 2.92835 -2.20600
H 1.99877 3.72804 -1.95354
H 1.58158 2.98368 -3.12255


| no. | E (eV) |
| --- | --- |
| 1 | -5857.991 |
| 2 | -5858.326 |
| 3 | -5843.555 |
| 4 | -7353.877 |
| 5 | -7354.255 |
| 6 | -7354.294 |
| 7 | -9401.049 |
| 8 | -9400.622 |
| 9 | -9401.881 |
| 10 | -9401.543 |
| 11 | -9401.782 |
| 12 | -9400.079 |